Record 1
Here is the molecule C4H3NO2 from the OMol25 dataset. Energies are from ωB97M-V/def2-TZVPD.

LUMO energy (alpha / beta), eV: -0.38 / -0.38
Gap between HOMO and LUMO (alpha / beta), eV: 9.3 / 9.3
Electronic energy, eV: -9778.188
SMILES: O=Cc1ncco1
HOMO energy (alpha / beta), eV: -9.71 / -9.71

XYZ file:
```
10
C4H3NO2 ωB97M-V/def2-TZVPD
O -1.793 -2.097 -0.678
C -1.040 -1.259 -0.321
C -1.111 0.102 0.423
N -0.787 0.996 -0.504
C 0.548 1.200 -0.368
C 1.011 0.416 0.658
O -0.034 -0.129 1.282
H 0.104 -1.234 -0.487
H 1.110 1.820 -1.050
H 1.990 0.184 1.044
```

Listed below, in e, are the Löwdin charges computed for each atom: O 0.13; C -0.19; C -0.24; N 0.12; C -0.10; C -0.10; O -0.01; H 0.15; H 0.11; H 0.13

=====

Record 2
Here is the molecule C4H3NO2 from the OMol25 dataset. Energies are from ωB97M-V/def2-TZVPD.

Multiplicity: 3
⟨S²⟩: 2.04
LUMO energy (alpha / beta), eV: 0.48 / -1.31
Gap between HOMO and LUMO (alpha / beta), eV: 8.4 / 7.8
Electronic energy, eV: -9776.016
HOMO energy (alpha / beta), eV: -7.89 / -9.09

XYZ file:
```
10
C4H3NO2 ωB97M-V/def2-TZVPD
C -0.037 0.289 0.076
C 1.351 0.724 -0.250
C -1.266 0.872 0.013
C 2.214 1.703 0.026
N -1.696 2.177 -0.233
O -2.847 2.375 0.095
O 2.958 2.571 0.113
H 0.035 -0.696 0.348
H 1.687 -0.210 -0.722
H -2.064 0.320 0.330
```

Listed below, in e, are the Löwdin charges computed for each atom: C -0.09; C -0.08; C -0.12; C -0.17; N -0.03; O 0.04; O 0.20; H 0.07; H 0.11; H 0.08

=====

Record 3
Here is a structure of composition C4H3NO2S from the OMol25 dataset. Energies are from ωB97M-V/def2-TZVPD.

LUMO energy, eV: -0.03
Gap between HOMO and LUMO, eV: 8.4
Electronic energy, eV: -20612.840
HOMO energy, eV: -8.40

XYZ file:
```
11
C4H3NO2S ωB97M-V/def2-TZVPD
C -0.495 0.855 -0.742
C 0.167 0.288 0.440
C 0.473 -1.346 0.358
C -1.330 0.420 -1.519
N 1.417 -1.170 -0.665
O -2.243 0.103 -2.184
O 0.240 -2.161 1.225
S 1.883 0.382 -0.268
H -0.011 1.971 -1.131
H 0.087 0.600 1.411
H 1.993 -1.912 -1.153
```

Listed below, in e, are the Löwdin charges computed for each atom: C -0.24; C -0.33; C -0.49; C -0.24; N -0.30; O 0.18; O 0.09; S 0.91; H 0.20; H 0.07; H 0.14

=====

Record 4
Here is the molecule C4H3NO2S from the OMol25 dataset. Energies are from ωB97M-V/def2-TZVPD.

LUMO energy, eV: -1.02
Gap between HOMO and LUMO, eV: 8.0
Electronic energy, eV: -20615.311
SMILES: O=C1N=C/C(=C\S)O1
HOMO energy, eV: -9.05

XYZ file:
```
11
C4H3NO2S ωB97M-V/def2-TZVPD
O -2.962 -1.437 -0.354
C -1.774 -1.221 -0.221
N -0.854 -1.772 0.681
C 0.124 -0.982 0.816
C 0.093 0.190 -0.115
C 0.915 1.124 -0.552
S 2.373 1.762 0.238
O -1.056 -0.037 -0.833
H 0.862 -1.262 1.503
H 0.836 1.541 -1.594
H 2.298 1.044 1.438
```

Listed below, in e, are the Löwdin charges computed for each atom: O 0.14; C -0.38; N 0.16; C -0.03; C -0.35; C -0.42; S 0.75; O 0.03; H 0.11; H 0.11; H -0.10

=====

Record-wise relative energy (zero: lowest compared OMol25 entry of this formula, charge and spin) values, in kJ/mol: 337.57 140.67 406.64 168.26